Density functional theory data (wB97M-V/def2-TZVPD) for a structure of composition C40H31F9N4O2PPtS at a distorted geometry.

For the HOMO energy, the calculation gives -10.32 eV. For the molecular weight, the calculation gives 1028.8 g mol⁻¹. For the largest force on an atom, the calculation gives 1.43 eV/Å. The HOMO-LUMO gap comes out at 6.53 eV.

```
! wB97M-V def2-TZVPD RIJCOSX def2/J DEFGRID3
* xyz 1 1
Pt 1.438 -1.146 0.211
C 6.375 0.267 -1.717
N 5.215 -0.558 -1.388
C 5.113 -1.923 -1.542
C 3.858 -2.263 -1.158
N 3.195 -1.110 -0.776
C 4.047 -0.107 -0.927
H 7.233 -0.383 -1.857
H 6.581 0.956 -0.901
H 6.200 0.828 -2.633
H 5.929 -2.523 -1.906
H 3.389 -3.228 -1.126
H 3.843 0.932 -0.738
F -7.914 -0.268 -1.424
C -7.688 -1.595 -1.473
F -8.317 -2.137 -0.418
F -8.274 -2.063 -2.581
C -6.211 -1.888 -1.440
C -5.572 -2.471 -2.522
C -4.208 -2.714 -2.459
C -3.473 -2.360 -1.328
C -4.134 -1.786 -0.244
C -5.499 -1.554 -0.298
P -1.668 -2.681 -1.407
C -1.190 -2.298 0.329
C -0.695 -1.068 0.843
C -0.332 -0.975 2.197
C -0.420 -2.075 3.032
C -0.915 -3.267 2.537
C -1.285 -3.374 1.196
C 0.001 -1.911 4.469
F 0.033 -3.067 5.126
F 1.215 -1.340 4.550
F -0.855 -1.091 5.118
C -1.102 -1.232 -2.381
C 0.159 -1.338 -2.962
C 0.680 -0.308 -3.729
C -0.089 0.820 -3.959
C -1.371 0.916 -3.433
C -1.867 -0.094 -2.627
C 0.431 1.957 -4.792
F 0.564 3.081 -4.037
F 1.633 1.703 -5.320
F -0.402 2.269 -5.791
H -6.136 -2.740 -3.404
H -3.710 -3.183 -3.301
H -3.588 -1.515 0.652
H -6.011 -1.110 0.546
H -0.842 -0.137 0.300
H -0.001 -0.019 2.584
H -0.986 -4.128 3.189
H -1.637 -4.328 0.822
H 0.715 -2.263 -2.861
H 1.665 -0.395 -4.168
H -1.985 1.777 -3.668
H -2.866 -0.007 -2.216
S 2.422 -4.957 2.494
C 2.027 -3.840 1.417
N 1.714 -3.053 0.598
C 0.610 2.958 3.986
O 0.519 3.163 2.577
C -0.559 2.675 1.933
C -1.618 2.022 2.558
C -2.712 1.593 1.821
C -2.774 1.814 0.452
C -1.724 2.468 -0.169
C -0.616 2.877 0.551
N 0.377 3.637 -0.141
C 1.673 3.724 0.020
C 2.539 2.894 0.753
C 3.753 3.478 1.204
C 4.587 2.810 2.054
C 4.215 1.516 2.480
C 3.094 0.895 1.994
C 2.249 1.534 1.049
O 1.263 0.946 0.443
H 1.550 3.406 4.293
H 0.619 1.893 4.224
H -0.216 3.447 4.505
H -1.597 1.862 3.626
H -3.527 1.093 2.328
H -3.634 1.495 -0.121
H -1.750 2.667 -1.231
H -0.007 4.260 -0.839
H 2.113 4.583 -0.479
H 3.985 4.493 0.899
H 5.490 3.275 2.423
H 4.836 0.994 3.198
H 2.834 -0.107 2.314
*
```

---

Density functional theory data (wB97M-V/def2-TZVPD) for a structure of composition C40H31N6O3PtSSe.

For the HOMO energy (alpha / beta), the calculation gives -5.47 / -7.26 eV. For the molecular weight, the calculation gives 949.8 g mol⁻¹. For the largest force on an atom, the calculation gives 0.11 eV/Å. The HOMO-LUMO gap (alpha / beta) comes out at 4.23 / 6.02 eV.

```
! wB97M-V def2-TZVPD RIJCOSX def2/J DEFGRID3
* xyz 0 2
Pt 0.572 0.392 0.028
O -0.924 1.762 0.295
N -2.027 1.252 0.871
C -2.794 2.139 1.539
C -3.977 1.758 2.103
C -4.371 0.421 1.986
C -3.560 -0.468 1.332
C -2.341 -0.057 0.766
S -1.270 -1.143 -0.019
H -2.380 3.134 1.573
H -4.569 2.484 2.638
H -5.299 0.084 2.428
H -3.817 -1.514 1.249
N 1.132 -8.262 5.125
C 1.185 -7.253 4.575
C 1.248 -5.993 3.888
C 0.085 -5.250 3.684
C 0.150 -4.042 3.020
C 1.366 -3.543 2.535
C 2.523 -4.295 2.763
C 2.469 -5.505 3.429
C 1.388 -2.251 1.834
C 2.044 -2.126 0.572
C 2.924 -2.999 -0.087
C 3.463 -2.311 -1.187
C 2.888 -1.058 -1.205
N 2.020 -0.953 -0.162
C 0.866 -1.124 2.541
C 0.608 -0.988 3.911
C 0.265 0.354 4.148
C 0.312 1.007 2.933
N 0.674 0.114 1.971
H -0.862 -5.630 4.044
H -0.750 -3.463 2.854
H 3.478 -3.907 2.437
H 3.372 -6.074 3.607
H 3.172 -3.998 0.227
H 4.202 -2.676 -1.881
H 3.033 -0.233 -1.884
H 0.720 -1.769 4.645
H 0.043 0.809 5.100
H 0.144 2.043 2.683
C 0.720 5.747 -0.961
O 0.520 4.840 -2.039
C -0.633 4.125 -2.047
C -1.755 4.403 -1.280
C -2.886 3.608 -1.411
C -2.900 2.528 -2.278
C -1.782 2.251 -3.048
C -0.661 3.053 -2.941
N 0.456 2.934 -3.808
C 0.909 1.910 -4.495
C 0.732 0.531 -4.303
C 0.976 -0.317 -5.422
C 0.900 -1.668 -5.306
C 0.645 -2.227 -4.030
C 0.479 -1.456 -2.917
C 0.514 -0.037 -3.003
O 0.441 0.766 -2.006
H 1.734 6.119 -1.068
H 0.621 5.224 -0.008
H 0.018 6.582 -1.015
H -1.750 5.233 -0.588
H -3.764 3.837 -0.820
H -3.780 1.905 -2.365
H -1.785 1.420 -3.741
H 0.888 3.827 -4.006
H 1.536 2.205 -5.333
H 1.196 0.142 -6.379
H 1.058 -2.310 -6.160
H 0.621 -3.304 -3.921
H 0.365 -1.922 -1.950
Se 2.181 2.246 0.011
C 3.336 2.021 1.513
C 3.746 0.804 2.038
C 4.617 0.810 3.117
N 5.113 1.909 3.680
C 4.726 3.069 3.156
C 3.844 3.180 2.094
H 3.407 -0.135 1.627
H 4.936 -0.134 3.548
H 5.132 3.964 3.616
H 3.551 4.158 1.733
*
```

---

Density functional theory data (wB97M-V/def2-TZVPD) for a structure of composition C40H31O7S3TeW at a distorted geometry.

For the HOMO energy (alpha / beta), the calculation gives -10.32 / -10.83 eV. For the molecular weight, the calculation gives 1031.3 g mol⁻¹. For the largest force on an atom, the calculation gives 2.30 eV/Å. The HOMO-LUMO gap (alpha / beta) comes out at 6.85 / 5.72 eV.

```
! wB97M-V def2-TZVPD RIJCOSX def2/J DEFGRID3
* xyz 1 3
W -0.339 0.870 0.132
O 0.573 2.941 -0.608
C 1.051 2.441 0.467
O 0.110 2.280 1.447
C 2.101 1.252 0.391
O 3.131 1.295 -0.219
O 1.494 0.177 0.881
C -2.849 4.619 -5.981
C -1.885 3.769 -5.206
C -2.305 3.103 -4.058
C -1.446 2.296 -3.332
C -0.139 2.174 -3.772
C 0.326 2.851 -4.891
C -0.558 3.636 -5.611
S 1.062 1.158 -2.961
O 0.328 0.535 -1.746
C 1.180 -0.319 -3.934
C 2.448 -0.511 -4.520
C 2.705 -1.663 -5.201
C 1.712 -2.662 -5.308
C 1.967 -3.866 -6.013
C 0.997 -4.815 -6.141
C -0.281 -4.604 -5.576
C -0.553 -3.463 -4.884
C 0.441 -2.461 -4.716
C 0.175 -1.264 -3.988
C -1.235 -1.052 -3.517
C -2.132 -0.632 -4.558
C -1.666 -0.313 -5.862
C -2.522 0.136 -6.824
C -3.899 0.283 -6.553
C -4.380 -0.023 -5.314
C -3.512 -0.479 -4.293
C -3.999 -0.772 -3.001
C -3.149 -1.174 -2.023
C -1.757 -1.311 -2.262
S -0.926 -1.754 -0.734
O -2.035 1.058 -0.269
C 0.483 -2.753 -1.168
C 0.205 -4.070 -1.521
C 1.241 -4.941 -1.808
C 2.567 -4.524 -1.724
C 3.689 -5.466 -2.053
C 2.824 -3.213 -1.332
C 1.797 -2.326 -1.050
H -3.746 4.052 -6.233
H -2.404 4.985 -6.905
H -3.163 5.482 -5.392
H -3.332 3.204 -3.728
H -1.796 1.773 -2.453
H 1.361 2.770 -5.206
H -0.209 4.160 -6.491
H 3.213 0.247 -4.406
H 3.673 -1.828 -5.656
H 2.943 -4.009 -6.459
H 1.196 -5.728 -6.687
H -1.049 -5.357 -5.698
H -1.535 -3.313 -4.454
H -0.615 -0.413 -6.098
H -2.141 0.381 -7.807
H -4.568 0.632 -7.328
H -5.435 0.081 -5.090
H -5.058 -0.673 -2.797
H -3.530 -1.397 -1.035
H -0.822 -4.412 -1.571
H 1.017 -5.961 -2.094
H 3.507 -6.456 -1.635
H 4.641 -5.102 -1.671
H 3.783 -5.583 -3.135
H 3.849 -2.877 -1.235
H 2.030 -1.327 -0.717
O 0.320 -2.471 1.798
H 1.270 -2.409 1.958
H 0.050 -3.335 2.128
Te -1.637 -0.220 2.335
C -0.343 -0.096 3.928
C 0.295 1.060 4.311
C 0.998 0.901 5.531
C 0.879 -0.358 6.039
S -0.094 -1.361 5.059
H 0.270 1.977 3.743
H 1.573 1.684 5.999
H 1.331 -0.758 6.933
*
```

---

Density functional theory data (wB97M-V/def2-TZVPD) for a structure of composition C40H33ClF10N5O4Ti at a distorted geometry.

For the HOMO energy (alpha / beta), the calculation gives -1.76 / -1.76 eV. For the molecular weight, the calculation gives 921.0 g mol⁻¹. For the largest force on an atom, the calculation gives 1.16 eV/Å. The HOMO-LUMO gap (alpha / beta) comes out at 5.21 / 5.27 eV.

```
! wB97M-V def2-TZVPD RIJCOSX def2/J DEFGRID3
* xyz -2 2
Ti -0.833 0.327 0.024
C -1.108 -1.915 -2.341
N 0.084 -1.132 -1.976
C 1.116 -2.147 -1.634
C 2.351 -1.660 -0.875
N 2.356 -2.279 0.430
C 3.402 -2.113 1.213
C 4.535 -1.252 1.073
F 4.613 -0.400 0.013
C 5.565 -1.173 1.992
F 6.589 -0.324 1.762
C 5.568 -1.928 3.147
F 6.590 -1.863 4.040
C 4.481 -2.772 3.353
F 4.446 -3.530 4.472
C 3.459 -2.852 2.444
F 2.439 -3.689 2.734
C 0.466 -0.385 -3.193
C 1.778 0.376 -3.154
N 1.650 1.573 -2.355
C 2.641 2.450 -2.449
C 2.411 3.810 -2.065
F 1.162 4.162 -1.687
C 3.341 4.816 -2.137
F 3.002 6.070 -1.773
C 4.617 4.576 -2.628
F 5.552 5.557 -2.671
C 4.903 3.285 -3.026
F 6.138 2.999 -3.485
C 3.964 2.274 -2.944
F 4.395 1.043 -3.330
H -0.870 -2.599 -3.169
H -1.920 -1.256 -2.647
H -1.441 -2.509 -1.492
H 1.399 -2.642 -2.578
H 0.640 -2.892 -0.996
H 2.318 -0.565 -0.865
H 3.248 -1.907 -1.466
H -0.343 0.315 -3.422
H 0.512 -1.117 -4.020
H 1.985 0.616 -4.213
H 2.591 -0.304 -2.864
C 0.948 2.920 1.158
N 0.937 1.457 1.247
C 2.292 0.962 0.953
C 0.589 1.085 2.636
C -0.870 1.360 2.866
C -1.353 1.833 4.078
C -2.716 2.046 4.247
C -3.583 1.787 3.197
C -3.086 1.326 1.981
C -1.724 1.115 1.784
H 1.673 3.322 1.880
H -0.037 3.320 1.389
H 1.236 3.224 0.157
H 3.012 1.404 1.656
H 2.561 1.238 -0.067
H 2.305 -0.121 1.065
H 1.231 1.639 3.337
H 0.805 0.022 2.748
H -0.664 2.033 4.892
H -3.096 2.409 5.195
H -4.648 1.952 3.315
H -3.779 1.133 1.168
O -0.349 -1.145 1.083
C -1.032 -2.175 1.494
C -2.375 -2.370 1.105
C -3.092 -3.482 1.606
C -4.402 -3.675 1.246
C -5.091 -2.820 0.386
C -4.400 -1.736 -0.127
C -3.069 -1.502 0.207
O -2.453 -0.463 -0.358
N -5.115 -4.841 1.795
O -4.499 -5.614 2.506
O -6.263 -5.029 1.429
H -0.516 -2.891 2.129
H -2.607 -4.178 2.275
H -6.123 -3.009 0.139
H -4.878 -1.037 -0.801
Cl -7.217 3.531 -1.312
C -5.504 3.147 -1.241
C -4.689 3.822 -0.349
C -3.341 3.510 -0.293
C -2.773 2.527 -1.113
C -1.372 2.134 -0.979
C -3.632 1.880 -2.013
C -4.983 2.177 -2.081
H -5.108 4.576 0.305
H -2.709 4.027 0.419
H -0.719 2.929 -0.642
H -0.918 1.796 -1.924
H -3.226 1.115 -2.666
H -5.628 1.660 -2.779
*
```

---

Density functional theory data (wB97M-V/def2-TZVPD) for a structure of composition C40H33N2O2P2PdS3Se at a distorted geometry.

For the HOMO energy (alpha / beta), the calculation gives -10.24 / -10.17 eV. For the molecular weight, the calculation gives 917.2 g mol⁻¹. For the largest force on an atom, the calculation gives 1.47 eV/Å. The HOMO-LUMO gap (alpha / beta) comes out at 5.67 / 5.32 eV.

```
! wB97M-V def2-TZVPD RIJCOSX def2/J DEFGRID3
* xyz 1 1
Pd 0.242 -0.729 -0.607
S 3.045 -1.067 -0.028
P 2.829 0.899 -0.083
C 1.199 1.140 -0.678
P -0.076 2.176 -0.105
S -1.288 0.862 0.802
C -0.732 2.960 -1.602
C -1.668 3.989 -1.487
C -2.087 4.668 -2.618
C -1.573 4.334 -3.864
C -0.661 3.295 -3.987
C -0.242 2.600 -2.859
C 0.312 3.548 1.006
C 0.782 4.753 0.476
C 1.090 5.806 1.321
C 0.938 5.662 2.693
C 0.471 4.466 3.223
C 0.153 3.409 2.383
C 3.916 1.771 -1.215
C 5.037 1.141 -1.738
C 5.820 1.810 -2.668
C 5.477 3.091 -3.078
C 4.350 3.718 -2.559
C 3.565 3.058 -1.628
C 3.069 1.585 1.583
C 3.833 2.723 1.821
C 4.021 3.162 3.128
C 3.450 2.469 4.183
C 2.671 1.343 3.945
C 2.476 0.903 2.646
H -2.061 4.257 -0.513
H -2.813 5.468 -2.528
H -1.884 4.886 -4.742
H -0.268 3.027 -4.960
H 0.464 1.792 -2.942
H 0.877 4.875 -0.597
H 1.438 6.747 0.914
H 1.175 6.487 3.353
H 0.349 4.357 4.293
H -0.233 2.486 2.791
H 5.289 0.135 -1.425
H 6.695 1.326 -3.084
H 6.086 3.603 -3.813
H 4.081 4.714 -2.889
H 2.677 3.532 -1.224
H 4.288 3.257 0.996
H 4.628 4.038 3.321
H 3.615 2.805 5.201
H 2.223 0.807 4.773
H 1.873 0.026 2.447
C 0.067 -3.195 2.071
N -0.590 -4.088 1.131
C -0.392 -4.163 -0.202
Se 0.739 -3.187 -1.330
N -1.205 -5.120 -0.672
C -1.974 -5.660 0.346
C -2.983 -6.613 0.350
C -3.582 -6.876 1.566
C -3.164 -6.234 2.741
C -2.152 -5.291 2.732
C -1.577 -5.003 1.501
H 0.949 -3.669 2.499
H -0.632 -2.940 2.863
H 0.371 -2.298 1.571
H -1.223 -5.397 -1.640
H -3.310 -7.102 -0.560
H -4.397 -7.587 1.612
H -3.644 -6.481 3.679
H -1.827 -4.810 3.645
O -6.319 -4.761 -0.060
C -5.393 -5.105 -0.975
O -5.390 -6.200 -1.460
C -4.376 -4.061 -1.326
C -3.847 -3.198 -0.370
C -2.860 -2.290 -0.721
C -2.410 -2.211 -2.042
S -1.152 -1.094 -2.563
C -2.948 -3.080 -2.996
C -3.910 -4.006 -2.632
H -6.271 -3.825 0.159
H -4.170 -3.259 0.664
H -2.452 -1.620 0.014
H -2.582 -3.042 -4.015
H -4.312 -4.704 -3.357
*
```